The following is a quantum chemistry calculation of C4H8O2 in the gas phase, from the OMol25 dataset.

Geometry as XYZ:
```
14
Properties=species:S:1:pos:R:3:forces:R:3:mulliken_charge:R:1
C 1.7509 0.4321 -0.0802 0.2 0.1 0.0 -1.50
C 0.8703 -0.6214 0.5526 0.5 -0.4 -1.1 0.71
O 0.2695 -0.2912 1.7340 -1.5 0.2 -0.8 -0.57
C -0.5629 -0.5926 0.2644 0.6 0.8 3.2 -0.74
C -1.2388 0.3747 -0.5847 0.9 -1.3 -1.1 -0.18
O -2.5254 0.7972 -0.2838 0.0 -0.6 -0.1 -0.51
H 1.3105 1.4299 0.0195 0.0 -0.2 0.0 0.41
H 1.9194 0.2024 -1.1386 0.0 0.1 0.1 0.30
H 2.7154 0.4442 0.4327 0.0 0.0 -0.1 0.34
H 1.3104 -1.6192 0.4846 0.2 -0.1 0.2 0.34
H -1.2127 -1.4309 0.5002 0.5 -0.2 0.1 0.51
H -1.0083 -0.6049 -1.2738 -1.7 1.8 -0.8 0.18
H -0.7250 1.1961 -1.0854 0.3 -0.2 0.5 0.33
H -2.8733 0.2836 0.4586 0.1 0.1 -0.2 0.36
```
Forces are in eV/Å.

E_tot = -307.5733 Ha
HOMO energy = -9.66 eV
Energy relative to the best compared isomer or geometry (same formula, charge and spin) = 87.29 kcal/mol
SMILES = C[C@H]1O[C@H]1CO
LUMO level = 0.76 eV
Molecular weight = 88.1 g/mol